[1]
This record from the OMol25 dataset describes a single C8H17NOSi molecule. The level of theory is ωB97M-V/def2-TZVPD.

Output
energy above the lowest of the compared OMol25 structures with the same formula, charge and spin: 455.8 kJ/mol
total charge: 0
orbital gap (alpha / beta): 8.324 / 7.812 eV

Geometry as XYZ:
```
28
C8H17NOSi, DFT ωB97M-V/def2-TZVPD
C -1.2652 0.0619 0.9714
C -0.0629 -1.6265 -0.9437
C -1.5249 -1.7147 -0.6538
C 0.3489 -0.2310 -1.2170
C -3.3985 -0.9999 0.7228
C 2.0456 0.0613 1.5829
C 0.6085 2.4893 0.2651
C 2.8020 0.9471 -1.4892
N -1.9698 -0.8525 0.4105
O -1.3956 0.8629 1.8394
Si 1.4508 0.7491 -0.1827
H 0.4225 -1.9337 -0.0184
H 0.0080 -2.3543 -1.7429
H -2.1874 -1.5197 -1.4588
H -1.7818 -2.7656 -0.4048
H -0.1911 0.3965 -1.8840
H -3.5022 -2.0237 1.3557
H -3.6479 -0.2367 1.4206
H -3.9233 -0.8250 -0.1936
H 2.7853 0.8450 1.8574
H 1.2250 -0.1045 2.3149
H 2.6466 -0.7854 1.5960
H 1.0364 3.2460 -0.3242
H -0.4544 2.6499 0.0923
H 0.6055 2.7935 1.3395
H 2.4442 0.7181 -2.4687
H 3.2602 1.9017 -1.4432
H 3.6153 0.2510 -1.3435
```


[2]
This record from the OMol25 dataset describes 2 unconnected molecules or ions with the total composition C8H17OP. The level of theory is ωB97M-V/def2-TZVPD.

Output
energy above the lowest of the compared OMol25 structures with the same formula, charge and spin: 270.7 kJ/mol
structure (SMILES): C=CCCCCC.C=PO
total charge: 0
orbital gap: 10.243 eV

Geometry as XYZ:
```
27
C8H17OP, DFT ωB97M-V/def2-TZVPD
C -1.9484 -2.5622 0.8924
C -1.4807 -1.3323 0.6898
C -0.7862 -0.8276 -0.5890
C 0.7164 -0.5243 -0.7202
C 1.3834 0.4962 0.2026
C 2.8596 0.9069 -0.0900
C 3.0511 2.1154 0.8822
H -1.6560 -3.4327 0.4639
H -2.6508 -2.8009 1.7354
H -1.8240 -0.6177 1.4310
H -1.1635 -1.5681 -1.4719
H -1.4246 -0.0064 -0.8382
H 0.8834 -0.1501 -1.6723
H 1.4113 -1.4913 -0.6938
H 1.2789 0.2368 1.1942
H 0.6957 1.2988 0.2208
H 3.4389 0.0214 0.0468
H 2.8318 1.0204 -1.2138
H 3.7092 2.7256 0.4216
H 3.3256 1.8061 1.8223
H 2.1241 2.7428 0.9704
C -4.2681 0.3949 -1.4232
P -4.8036 1.1102 -0.0417
O -4.1716 0.5758 1.3698
H -3.6092 -0.3512 -1.6043
H -4.7042 0.7508 -2.2475
H -3.6818 -0.2114 1.3171
```


[3]
This record from the OMol25 dataset describes 2 unconnected molecules or ions with the total composition C8H17P. The level of theory is ωB97M-V/def2-TZVPD.

Output
energy above the lowest of the compared OMol25 structures with the same formula, charge and spin: 453.5 kJ/mol
total charge: 0
orbital gap (alpha / beta): 7.402 / 8.711 eV

Geometry as XYZ:
```
26
C8H17P, DFT ωB97M-V/def2-TZVPD
C -0.1220 1.5746 1.3220
C -0.4307 0.5326 0.5870
C 2.0010 1.8326 -0.9885
C 2.5154 -0.6062 -0.4914
C -1.1780 -1.8535 1.2017
C -2.8362 0.1832 0.6298
C 1.8286 0.4548 -1.3160
C -1.4633 -0.5410 0.4480
P -1.3601 -0.9905 -1.4403
H -0.6360 1.7143 2.2773
H 0.5273 2.4535 1.0638
H 1.4258 2.4290 -1.7073
H 3.0403 2.1603 -1.1165
H 1.9253 2.0829 0.0965
H 2.8813 -0.2548 0.4700
H 2.0432 -1.5860 -0.2819
H 3.4417 -0.9812 -1.2169
H -1.7170 -2.6898 0.6557
H -1.3762 -1.7790 2.2606
H -0.0348 -1.9356 1.0101
H -3.1936 0.4279 -0.3552
H -3.6848 -0.3211 1.0752
H -2.5535 1.1350 1.2476
H 1.4142 0.3310 -2.3523
H -2.2159 -2.0715 -1.6952
H -0.2421 -1.7015 -1.3837
```


[4]
This record from the OMol25 dataset describes a molecular structure, C8H18AlF6N5O8PS2. The level of theory is ωB97M-V/def2-TZVPD.

Output
energy above the lowest of the compared OMol25 structures with the same formula, charge and spin: 431.5 kJ/mol
total charge: +1
orbital gap: 3.610 eV

Geometry as XYZ:
```
49
C8H18AlF6N5O8PS2, DFT ωB97M-V/def2-TZVPD
Al 2.1920 0.1831 0.8343
N 4.0781 -1.6519 1.4553
O 2.9427 -1.5980 1.8967
O 4.1866 -1.0900 0.3721
O 5.0013 -2.2624 2.0407
C 1.1737 -3.7080 0.9388
F 1.2820 -3.6924 2.2076
F 2.3990 -3.8604 0.4670
F 0.5939 -4.8254 0.4413
S 0.2887 -2.0679 0.2554
O -0.8043 -2.4666 -0.6669
O -0.0505 -1.2404 1.3929
N 1.6014 -1.1425 -0.4524
S 1.4821 -1.6549 -1.9419
O 1.4610 -3.0974 -2.1199
O 0.5050 -0.9140 -2.7584
C 3.2716 -1.2353 -2.7044
F 3.2827 -1.3849 -4.0414
F 3.7873 -0.0087 -2.3549
F 4.0595 -2.1893 -2.1596
O 0.5790 0.6421 0.8721
P -0.7407 1.1370 0.4803
N -1.1871 0.8595 -1.1545
C -1.1473 -0.5357 -1.6601
C -2.0539 1.7361 -1.9568
N -0.7650 2.8389 0.5453
C -1.1162 3.5154 1.8227
C 0.2683 3.6116 -0.1690
N -1.9930 0.5104 1.3787
C -1.8497 -0.7238 2.1199
C -3.3992 0.8474 1.1281
H -0.4992 -1.1765 -1.0622
H -0.7498 -0.4870 -2.6739
H -2.1887 -0.8499 -1.7295
H -1.9448 2.8115 -1.8164
H -3.1028 1.5491 -1.7267
H -1.8410 1.4998 -2.9993
H -0.3004 3.5189 2.5455
H -1.3758 4.5548 1.6213
H -2.0458 3.0700 2.1770
H 1.1976 3.7540 0.3826
H 0.4851 3.1809 -1.1465
H -0.1897 4.5865 -0.3361
H -1.9420 -1.5969 1.4739
H -0.9165 -0.8722 2.6633
H -2.6624 -0.9458 2.8116
H -3.9977 -0.0180 0.8434
H -3.4877 1.6438 0.3892
H -3.7676 1.2455 2.0736
```


[5]
This record from the OMol25 dataset describes 2 unconnected molecules or ions with the total composition C8H18Br2O3P. The level of theory is ωB97M-V/def2-TZVPD.

Output
total charge: -1
orbital gap: 6.963 eV

Geometry as XYZ:
```
32
C8H18Br2O3P, DFT ωB97M-V/def2-TZVPD
C -0.1008 0.3899 0.9540
C -0.7423 0.3446 -0.4159
Br 0.6153 0.6797 -1.8069
C -1.5467 -0.8934 -0.7849
Br -0.6571 -2.5723 -0.3211
C -2.9891 -0.8703 -0.2105
C -3.0883 -0.8857 1.3213
O -3.1830 0.4398 1.7502
P -4.1164 1.4277 0.6324
O -3.6337 0.2672 -0.6600
H 0.5896 1.2297 1.0139
H 0.4554 -0.5153 1.1848
H -0.8881 0.5562 1.6886
H -1.4397 1.1741 -0.5044
H -1.6317 -0.9475 -1.8651
H -3.4826 -1.7646 -0.6178
H -3.9678 -1.4640 1.6283
H -2.2143 -1.3423 1.7886
H -4.4909 2.3432 1.6858
H -2.9090 2.2026 0.3876
H -4.8325 2.1904 -0.3604
H -5.2777 0.5868 0.8840
C 6.0485 0.4138 -0.8785
C 4.8549 -0.1269 -0.1207
O 4.6872 0.1306 1.0468
C 3.9050 -0.9964 -0.9034
H 6.6594 1.0218 -0.2157
H 6.6456 -0.4106 -1.2727
H 5.7108 1.0191 -1.7213
H 4.4362 -1.8731 -1.2813
H 3.5056 -0.4429 -1.7527
H 3.0783 -1.3119 -0.2727
```


[6]
This record from the OMol25 dataset describes a molecular structure, C8H18ClEuIO2P. The level of theory is ωB97M-V/def2-TZVPD.

Output
spin multiplicity: 7
energy above the lowest of the compared OMol25 structures with the same formula, charge and spin: 43.2 kJ/mol
total charge: +2
⟨S²⟩: 12.138
orbital gap (alpha / beta): 4.106 / 7.391 eV

Geometry as XYZ:
```
32
C8H18ClEuIO2P, DFT ωB97M-V/def2-TZVPD
C 2.2230 -2.1074 0.6219
I 2.6356 0.5095 0.9356
H 1.2643 -2.0238 1.1560
H 3.0676 -2.1197 1.3237
H 2.2113 -3.0950 0.1319
Eu -2.3200 -0.0195 0.5306
P -0.8739 0.8287 -1.8404
C 0.6031 1.7300 -2.3966
C -0.7635 -0.6701 -2.8920
H -3.1715 1.2215 -2.5566
H -1.9718 1.7234 -3.8076
H -2.2623 2.7514 -2.3575
C -2.2073 1.7209 -2.7346
H -1.6257 -1.3183 -2.6772
H -0.7643 -0.3627 -3.9467
H 0.4652 2.0520 -3.4387
H 1.4902 1.0878 -2.3069
H 0.1680 -1.2014 -2.6545
H 0.7338 2.6076 -1.7500
C 2.3637 -1.0843 -0.4168
O 2.3515 -1.0989 -1.6196
Cl -3.7817 -1.5064 -0.9229
C 0.7112 -0.9180 3.8926
C -0.2139 -0.2914 2.9141
C -0.5600 1.1529 3.0659
O -0.6993 -0.9690 1.9543
H 0.4156 -0.6305 4.9118
H 1.7369 -0.5520 3.7283
H 0.6930 -2.0091 3.8000
H -0.1283 1.7515 2.2415
H -1.6574 1.3152 3.1045
H -0.1327 1.5249 4.0063
```